1.
A molecular structure, C6H10O2. Source: the OMol25 dataset; level of theory: ωB97M-V/def2-TZVPD.

Each line ends with the Löwdin charge.
CARTESIAN COORDINATES (ANGSTROEM)
O: 1.33 -0.06 -1.35  -0.111
O: -0.86 0.14 -0.64  -0.254
C: 0.24 2.03 0.05  -0.001
C: 1.26 1.00 -0.32  -0.241
C: -2.25 -0.40 -0.40  -0.054
C: 1.39 -1.21 -0.32  -0.138
C: 0.54 -0.88 0.96  -0.045
C: -0.05 0.57 0.35  -0.428
H: -2.76 0.48 0.31  0.118
H: -2.30 -1.62 0.15  0.148
H: 2.55 -1.29 -0.23  0.138
H: 2.13 1.32 0.45  0.190
H: 0.89 -1.06 2.12  0.157
H: 1.06 -2.09 -0.88  0.110
H: -2.69 -0.31 -1.56  0.128
H: -0.30 -1.57 0.82  0.047
H: -0.58 2.45 -0.56  0.122
H: 0.42 2.50 1.03  0.115

Results
Frontier orbital gap: 9.15 eV
Highest occupied orbital energy: -8.3 eV
ΔE to the lowest compared entry with this formula, charge and spin: 195.8 kcal/mol

***

2.
2 unconnected molecules or ions with the total composition C6H13Cl2. Source: the OMol25 dataset; level of theory: ωB97M-V/def2-TZVPD.

Each line ends with the Löwdin charge.
CARTESIAN COORDINATES (ANGSTROEM)
Cl: 0.96 1.99 1.77  0.047
Cl: 0.61 -2.76 0.04  0.716
C: -1.72 -2.76 3.41  -0.077
C: 0.25 -4.53 1.97  -0.116
C: -1.35 -2.60 1.93  -0.432
C: -1.74 -1.24 1.37  -0.095
C: 0.15 -3.03 1.69  -0.922
C: 1.10 -2.23 2.60  -0.105
H: 0.95 -2.53 3.65  0.082
H: -0.40 -5.07 1.27  0.080
H: 1.27 -4.88 1.86  0.080
H: 2.14 -2.41 2.34  0.077
H: -1.80 -1.29 0.27  0.064
H: -2.73 -0.96 1.74  0.079
H: -2.81 -2.79 3.50  0.082
H: -1.35 -1.95 4.06  0.087
H: -0.07 -4.77 2.99  0.068
H: -1.36 -3.70 3.83  0.062
H: -1.94 -3.34 1.37  0.130
H: -1.04 -0.43 1.63  0.044
H: 0.93 -1.15 2.52  0.051

Results
Frontier orbital gap (spin up / spin down): 11.28 / 6.22 eV
<S²>: 0.752
Highest occupied orbital energy (spin up / spin down): -10.3 / -10.3 eV
ΔE to the lowest compared entry with this formula, charge and spin: 0.0 kcal/mol
Multiplicity: 2

***

3.
A molecular structure, C14H30Cl8O11S2. Source: the OMol25 dataset; level of theory: ωB97M-V/def2-TZVPD.

Each line ends with the Löwdin charge.
CARTESIAN COORDINATES (ANGSTROEM)
Cl: 1.00 -5.15 3.24  0.510
Cl: -0.92 1.99 -0.88  0.526
Cl: -2.82 1.11 -2.95  0.508
Cl: -1.03 -3.10 2.61  0.566
Cl: -0.05 -2.19 -0.89  0.560
Cl: 2.18 -0.63 0.24  0.524
Cl: 1.71 2.48 -3.32  0.449
Cl: -0.01 3.05 -5.62  0.522
S: 6.43 1.17 3.95  0.553
S: 3.21 -1.50 -4.89  0.534
O: 1.89 -1.78 -5.25  -0.184
O: 5.30 1.44 4.71  -0.193
O: 3.43 -2.02 -3.41  -0.213
O: -7.03 2.57 1.88  -0.160
O: 4.25 -2.44 -5.61  -0.154
O: 6.60 2.28 2.80  -0.178
O: -2.08 0.08 1.55  -0.227
O: 6.15 -0.09 3.01  -0.186
O: 3.70 -0.19 -4.94  -0.206
O: 7.67 1.00 4.57  -0.196
O: -4.74 1.02 1.05  -0.156
C: 0.65 -3.63 2.39  -1.027
C: -5.98 1.13 0.33  -0.169
C: -2.34 0.94 -1.23  -0.958
C: -4.39 -0.35 1.36  -0.160
C: -3.17 -0.36 2.29  -0.235
C: 5.27 0.40 1.97  -0.160
C: 0.71 1.76 -4.66  -0.972
C: 5.87 1.79 1.68  -0.175
C: 4.73 -2.68 -3.36  -0.124
C: 1.20 -0.98 -1.23  -0.950
C: 5.34 -2.49 -4.73  -0.191
C: -0.97 0.38 2.38  -0.115
C: -8.12 2.85 2.75  -0.097
C: -7.15 1.35 1.27  -0.266
H: -0.12 0.45 1.72  0.040
H: 4.55 -3.72 -3.07  0.138
H: 0.80 -0.03 -1.54  -0.037
H: -3.10 1.27 -0.55  -0.008
H: -9.06 2.60 2.27  0.082
H: -0.84 -0.35 3.14  0.042
H: 5.37 -0.26 1.10  0.127
H: -8.11 3.91 2.98  0.087
H: -2.09 -0.13 -1.04  0.007
H: 5.11 2.57 1.51  0.139
H: -1.16 1.32 2.94  0.107
H: 4.27 0.50 2.38  0.109
H: 5.90 -3.35 -5.08  0.141
H: -7.21 0.57 2.07  0.135
H: -0.04 1.13 -4.19  0.000
H: -8.07 1.25 0.68  0.127
H: 1.41 1.22 -5.25  -0.014
H: -3.04 -1.34 2.70  0.072
H: -6.20 0.17 -0.21  0.139
H: 5.95 -1.59 -4.73  0.136
H: 6.57 1.89 0.88  0.121
H: 5.34 -2.17 -2.63  0.127
H: -4.11 -0.85 0.42  0.128
H: 0.87 -3.81 1.37  -0.026
H: -5.22 -0.85 1.84  0.118
H: -8.10 2.35 3.70  0.082
H: -5.94 1.97 -0.33  0.124
H: 1.33 -2.84 2.71  0.026
H: -3.41 0.29 3.14  0.138
H: 1.86 -1.40 -1.97  -0.009

Results
Frontier orbital gap: 9.77 eV
Highest occupied orbital energy: -9.9 eV

***

4.
A single C4H5N3O molecule. Source: the OMol25 dataset; level of theory: ωB97M-V/def2-TZVPD.

Each line ends with the Löwdin charge.
CARTESIAN COORDINATES (ANGSTROEM)
O: 0.77 -2.17 0.23  -0.005
N: -1.51 1.34 2.25  0.151
N: -0.24 0.14 -0.69  -0.048
N: 0.33 0.93 -1.64  -0.063
C: 0.33 0.65 -2.85  -0.068
C: 0.44 -1.33 1.14  -0.156
C: 0.31 0.15 0.68  -0.240
C: -0.76 0.80 1.60  -0.179
H: 0.04 -1.56 2.28  0.178
H: -0.49 -0.72 -1.07  0.086
H: 1.45 0.50 0.79  0.203
H: 0.99 0.97 -3.72  0.096
H: -0.14 -0.28 -3.06  0.045

Results
Frontier orbital gap: 9.25 eV
SMILES: C=NN[C@@H](C#N)C=O
Highest occupied orbital energy: -9.7 eV
ΔE to the lowest compared entry with this formula, charge and spin: 116.9 kcal/mol

***

5.
A molecular structure, C3H9NS. Source: the OMol25 dataset; level of theory: ωB97M-V/def2-TZVPD.

Each line ends with the Löwdin charge.
CARTESIAN COORDINATES (ANGSTROEM)
S: -1.13 1.58 -0.83  0.607
N: 0.41 -0.89 -1.57  -0.111
C: -0.88 -0.17 1.56  -0.183
C: -0.11 0.58 0.42  -0.915
C: 0.89 -0.01 -0.32  -0.506
H: -0.20 0.14 2.81  0.166
H: 1.14 -1.92 -1.15  0.157
H: -0.94 -1.61 1.31  0.151
H: -2.26 0.34 1.25  0.156
H: 1.36 -0.55 0.60  0.110
H: 0.11 1.41 1.04  0.040
H: 1.32 -0.46 -2.75  0.226
H: 1.71 0.93 -0.38  0.159
H: -1.41 0.64 -1.98  -0.058

Results
Frontier orbital gap: 8.81 eV
Highest occupied orbital energy: -8.9 eV
ΔE to the lowest compared entry with this formula, charge and spin: 237.4 kcal/mol

***

Energy
In order: -10470.6806; -31476.4746; -159372.9591; -10742.5453; -15572.0345
Unit: eV
Max |F|
In order: 0.0932; 0.0452; 0.0508; 0.1193; 0.1397
Unit: Eh/bohr